No. 1
64
Properties=species:S:1:pos:R:3 method="wB97M-V/def2-TZVPD" lumo_ev="-6.7 / -8.1" fmax_ev_per_a=7.17 multiplicity=3 gap_ev="4.897 / 3.467" charge=+1
Ni -4.637 0.042 -0.796
O -0.830 -0.029 0.707
C -1.534 0.894 0.105
O -1.046 1.977 0.042
O -2.816 0.731 -0.077
H -0.021 0.474 0.826
C -1.593 -3.527 -0.383
O -0.702 -2.478 -0.788
H -1.533 -4.210 -1.230
H -1.250 -4.116 0.467
H -2.641 -3.251 -0.265
H -0.752 -1.888 -0.033
C -2.088 -2.202 2.760
O -2.789 -3.367 3.003
H -2.562 -1.307 3.164
H -1.076 -2.289 3.154
H -2.062 -2.273 1.673
H -3.714 -3.112 2.984
C 0.937 1.167 3.354
O 0.767 1.249 4.738
H -0.037 1.076 2.874
H 1.562 1.950 2.923
H 1.564 0.297 3.159
H 0.186 0.565 5.077
C 1.866 1.090 -2.575
O 2.300 1.464 -3.647
N 1.855 1.767 -1.485
N 1.287 -0.035 -2.394
H 0.986 1.639 -0.986
H 2.422 2.599 -1.555
H 1.073 -0.588 -3.212
H 1.348 -0.461 -1.480
C -2.807 4.588 -1.923
O -3.441 5.427 -2.577
N -1.543 4.462 -1.849
N -3.416 3.610 -1.311
H -0.951 5.039 -2.431
H -1.217 3.632 -1.375
H -4.408 3.733 -1.171
H -2.883 2.947 -0.766
C -2.846 -1.272 -3.130
O -3.674 -1.046 -2.292
N -1.649 -0.914 -3.053
N -3.114 -1.897 -4.250
H -1.140 -0.784 -3.916
H -1.114 -1.009 -2.202
H -2.354 -2.174 -4.856
H -4.089 -2.024 -4.480
C 2.207 -1.902 1.025
O 1.875 -0.855 0.518
N 1.723 -3.071 0.751
N 3.061 -1.960 2.019
H 1.950 -3.912 1.263
H 1.021 -3.075 0.025
H 3.239 -2.885 2.384
H 3.550 -1.143 2.356
C 4.638 1.151 1.789
O 4.501 0.248 2.549
N 5.785 1.827 1.469
N 3.648 1.611 1.053
H 5.703 2.501 0.721
H 6.729 1.544 1.687
H 2.729 1.194 1.101
H 3.817 2.564 0.767

No. 2
47
Properties=species:S:1:pos:R:3 method="wB97M-V/def2-TZVPD" lumo_ev=0.1 fmax_ev_per_a=0.64 gap_ev=7.454 charge=0
Pt -0.285 1.036 0.813
C 2.498 -0.217 0.120
N 1.729 0.914 0.624
C 2.355 2.016 0.920
C 1.599 3.122 1.360
C 1.858 4.471 1.616
C 0.615 5.064 1.839
C -0.349 4.054 1.709
N 0.246 2.889 1.440
C 2.383 -0.422 -1.371
C 2.469 -1.710 -1.888
C 2.395 -1.928 -3.254
C 2.222 -0.856 -4.120
C 2.135 0.430 -3.610
C 2.220 0.647 -2.241
H 2.178 -1.121 0.640
H 3.549 -0.047 0.379
H 3.436 2.063 0.818
H 2.823 4.951 1.619
H 0.420 6.097 2.075
H -1.418 4.117 1.837
H 2.576 -2.550 -1.210
H 2.457 -2.936 -3.642
H 2.151 -1.024 -5.187
H 1.995 1.270 -4.278
H 2.133 1.654 -1.851
N -4.415 -0.840 -0.678
C -4.877 0.403 -0.843
N -5.989 0.591 -1.569
N -4.330 1.494 -0.320
C -3.260 1.371 0.402
N -2.307 1.368 1.069
H -4.780 -1.585 -1.246
H -3.472 -0.997 -0.299
H -6.492 -0.169 -1.986
H -6.344 1.527 -1.650
Se -0.783 -1.170 -0.118
C -0.311 -2.422 1.234
C -0.035 -2.062 2.550
C 0.327 -3.049 3.454
N 0.426 -4.342 3.153
C 0.158 -4.677 1.892
C -0.204 -3.772 0.907
H -0.105 -1.028 2.863
H 0.548 -2.780 4.482
H 0.242 -5.732 1.650
H -0.387 -4.113 -0.104